{
  "formula": "C4H10O3Rh",
  "method": "the ωB97M-V functional and the def2-TZVPD basis",
  "symbols": ["O", "C", "C", "O", "C", "H", "H", "H", "H", "H", "H", "H", "O", "C", "Rh", "H", "H", "H"],
  "xyz": [[1.75, -0.71, -0.34], [1.41, -1.87, 0.35], [0.00, -1.93, 0.92], [-0.29, -1.05, 1.98], [-0.65, 0.25, 1.65], [2.12, -2.03, 1.18], [1.50, -2.74, -0.33], [-0.17, -2.94, 1.32], [-0.72, -1.77, 0.09], [-1.74, 0.40, 1.64], [-0.15, 0.98, 2.31], [-0.35, 0.61, 0.41], [-0.12, 1.59, -1.22], [-0.85, 2.51, -1.93], [1.25, 0.30, -1.67], [-1.24, 2.10, -2.88], [-1.62, 2.97, -1.30], [-0.14, 3.34, -2.18]],
  "charge": 2,
  "lumo_energy_ev": [-8.42, -12.81],
  "s_squared": 8.770,
  "homo_ev": [-18.9, -19.4],
  "multiplicity": 6,
  "homo_lumo_gap_ev": [10.48, 6.60],
  "e_tot_ha": -493.66792
}

---

{
  "formula": "C4H13NO2",
  "method": "the ωB97M-V functional and the def2-TZVPD basis",
  "symbols": ["C", "N", "C", "C", "C", "H", "H", "H", "H", "H", "H", "H", "H", "H", "H", "H", "O", "H", "H", "O"],
  "xyz": [[-0.34, 1.63, -1.64], [0.83, 0.68, -1.69], [0.30, -0.67, -1.84], [-1.11, -0.53, -1.33], [-1.38, 0.83, -0.79], [-0.43, 1.85, -2.70], [-0.06, 2.57, -1.23], [1.66, 0.96, -2.03], [0.97, -1.33, -1.19], [0.19, -1.29, -2.75], [-1.81, -0.60, -2.19], [-1.50, -1.37, -0.83], [-0.80, 0.87, 0.21], [-2.43, 1.32, -0.73], [-1.28, -0.96, 6.77], [-2.54, -0.02, 7.06], [-1.62, -0.37, 7.38], [3.24, -1.83, -0.29], [4.40, -0.81, 0.23], [3.71, -0.92, -0.42]],
  "e_above_lowest_kcal_mol": 57.5,
  "lumo_energy_ev": 0.84,
  "smiles": "C1CCNC1.O.O",
  "homo_ev": -8.0,
  "homo_lumo_gap_ev": 8.83,
  "e_tot_ha": -365.35084
}

---

{
  "formula": "C20H18BrN3O4",
  "method": "the ωB97M-V functional and the def2-TZVPD basis",
  "symbols": ["C", "H", "O", "C", "C", "C", "C", "C", "C", "H", "H", "N", "C", "O", "N", "N", "C", "O", "C", "O", "C", "C", "C", "C", "C", "C", "C", "C", "C", "C", "H", "H", "H", "Br", "H", "H", "H", "H", "H", "H", "H", "H", "H", "H", "H", "H"],
  "xyz": [[8.57, -3.24, -6.17], [9.00, -3.81, -5.34], [7.68, -2.26, -5.70], [6.58, -2.65, -5.00], [5.73, -1.63, -4.56], [4.59, -1.91, -3.84], [4.26, -3.23, -3.54], [5.10, -4.25, -3.98], [6.25, -3.97, -4.70], [6.87, -4.79, -5.03], [4.86, -5.28, -3.76], [3.12, -3.58, -2.81], [2.17, -2.76, -2.30], [2.12, -1.55, -2.37], [1.12, -3.47, -1.71], [0.22, -2.69, -0.97], [-0.24, -3.14, 0.21], [-0.03, -4.27, 0.62], [-1.11, -2.13, 0.96], [-0.96, -0.86, 0.39], [-1.59, 0.20, 0.96], [-2.41, 0.15, 2.06], [-3.00, 1.32, 2.57], [-3.84, 1.30, 3.70], [-4.40, 2.44, 4.19], [-4.14, 3.66, 3.55], [-3.33, 3.74, 2.45], [-2.74, 2.57, 1.94], [-1.90, 2.59, 0.80], [-1.34, 1.45, 0.33], [-0.69, 1.45, -0.53], [-1.70, 3.54, 0.32], [-3.14, 4.68, 1.97], [-4.94, 5.25, 4.25], [-5.05, 2.42, 5.05], [-4.04, 0.35, 4.19], [-2.62, -0.78, 2.56], [-2.15, -2.48, 0.91], [-0.79, -2.14, 2.01], [0.23, -1.71, -1.22], [1.27, -4.36, -1.25], [2.99, -4.57, -2.68], [3.95, -1.11, -3.51], [6.00, -0.61, -4.80], [8.08, -3.93, -6.86], [9.36, -2.70, -6.68]],
  "e_above_lowest_kcal_mol": 22.2,
  "lumo_energy_ev": 0.38,
  "smiles": "COc1ccc(NC(=O)NNC(=O)COc2ccc3cc(Br)ccc3c2)cc1",
  "homo_ev": -8.0,
  "homo_lumo_gap_ev": 8.40,
  "e_tot_ha": -3812.19416
}

---

{
  "formula": "C87H216N16O3",
  "method": "the ωB97M-V functional and the def2-TZVPD basis",
  "symbols": ["C", "C", "N", "C", "C", "C", "C", "H", "H", "H", "H", "H", "H", "H", "H", "H", "H", "H", "H", "H", "H", "H", "C", "C", "N", "C", "C", "C", "C", "H", "H", "H", "H", "H", "H", "H", "H", "H", "H", "H", "H", "H", "H", "H", "C", "C", "N", "C", "C", "C", "C", "H", "H", "H", "H", "H", "H", "H", "H", "H", "H", "H", "H", "H", "H", "H", "C", "C", "N", "C", "C", "C", "C", "H", "H", "H", "H", "H", "H", "H", "H", "H", "H", "H", "H", "H", "H", "H", "C", "C", "N", "C", "C", "C", "C", "H", "H", "H", "H", "H", "H", "H", "H", "H", "H", "H", "H", "H", "H", "H", "C", "C", "N", "C", "C", "C", "C", "H", "H", "H", "H", "H", "H", "H", "H", "H", "H", "H", "H", "H", "H", "H", "C", "C", "N", "C", "C", "C", "C", "H", "H", "H", "H", "H", "H", "H", "H", "H", "H", "H", "H", "H", "H", "H", "C", "C", "N", "C", "C", "C", "C", "H", "H", "H", "H", "H", "H", "H", "H", "H", "H", "H", "H", "H", "H", "H", "C", "C", "N", "C", "C", "C", "C", "H", "H", "H", "H", "H", "H", "H", "H", "H", "H", "H", "H", "H", "H", "H", "C", "C", "N", "C", "C", "C", "C", "H", "H", "H", "H", "H", "H", "H", "H", "H", "H", "H", "H", "H", "H", "H", "C", "C", "N", "C", "C", "C", "C", "H", "H", "H", "H", "H", "H", "H", "H", "H", "H", "H", "H", "H", "H", "H", "C", "C", "N", "C", "C", "C", "C", "H", "H", "H", "H", "H", "H", "H", "H", "H", "H", "H", "H", "H", "H", "H", "C", "C", "N", "C", "C", "C", "C", "H", "H", "H", "H", "H", "H", "H", "H", "H", "H", "H", "H", "H", "H", "H", "C", "C", "O", "N", "C", "H", "H", "H", "H", "H", "H", "H", "C", "C", "O", "N", "C", "H", "H", "H", "H", "H", "H", "H", "C", "C", "O", "N", "C", "H", "H", "H", "H", "H", "H", "H"],
  "xyz": [[12.56, -17.61, 36.93], [13.83, -17.14, 36.16], [13.85, -15.75, 35.92], [12.85, -15.46, 34.91], [12.32, -14.08, 35.17], [15.17, -15.23, 35.62], [16.00, -15.96, 34.51], [12.52, -17.41, 38.00], [12.40, -18.68, 36.93], [11.64, -17.10, 36.62], [14.74, -17.35, 36.73], [13.99, -17.81, 35.31], [13.25, -15.50, 33.90], [11.93, -16.03, 34.90], [13.18, -13.41, 35.24], [11.87, -13.85, 34.20], [11.59, -14.12, 35.97], [15.78, -15.11, 36.51], [15.19, -14.18, 35.32], [16.91, -15.49, 34.13], [15.43, -16.02, 33.59], [16.28, -17.01, 34.64], [15.70, -19.37, 21.38], [16.91, -18.67, 22.04], [18.18, -19.16, 21.63], [18.48, -20.49, 22.18], [19.67, -21.21, 21.47], [19.24, -18.17, 21.76], [19.87, -17.82, 20.41], [14.77, -18.81, 21.42], [15.44, -20.29, 21.91], [15.85, -19.65, 20.34], [16.71, -17.70, 21.60], [17.02, -18.66, 23.13], [18.67, -20.34, 23.24], [17.56, -21.07, 22.08], [19.32, -21.67, 20.55], [20.47, -20.51, 21.26], [20.05, -22.01, 22.10], [19.94, -18.52, 22.52], [18.78, -17.25, 22.12], [20.14, -18.73, 19.88], [20.78, -17.23, 20.53], [19.26, -17.25, 19.70], [12.48, -19.62, 34.05], [12.80, -19.84, 32.57], [12.76, -21.13, 31.97], [11.35, -21.41, 31.50], [10.75, -20.52, 30.35], [13.25, -22.22, 32.76], [14.81, -22.11, 32.91], [12.25, -18.56, 34.13], [13.20, -19.83, 34.84], [11.51, -20.01, 34.37], [12.31, -19.11, 31.93], [13.84, -19.58, 32.36], [11.38, -22.39, 31.02], [10.61, -21.34, 32.29], [10.64, -19.48, 30.66], [11.34, -20.54, 29.44], [9.78, -20.95, 30.08], [13.01, -23.21, 32.38], [12.87, -22.19, 33.78], [15.24, -21.20, 33.32], [15.26, -22.19, 31.92], [15.18, -22.95, 33.49], [14.34, -24.39, 29.45], [13.85, -23.17, 28.69], [14.47, -22.83, 27.37], [15.92, -22.59, 27.62], [16.58, -21.74, 26.49], [14.30, -23.88, 26.32], [12.91, -23.55, 25.69], [14.14, -25.29, 28.87], [13.94, -24.40, 30.47], [15.43, -24.42, 29.52], [12.76, -23.27, 28.67], [14.06, -22.30, 29.32], [16.46, -23.53, 27.74], [15.91, -22.01, 28.54], [16.69, -22.34, 25.59], [17.63, -21.54, 26.68], [15.99, -20.84, 26.30], [15.03, -23.94, 25.51], [14.32, -24.79, 26.92], [12.21, -23.43, 26.52], [13.08, -22.59, 25.20], [12.41, -24.34, 25.13], [12.03, -15.21, 24.74], [11.52, -13.78, 25.04], [11.69, -12.83, 23.92], [13.02, -12.22, 23.89], [13.28, -11.10, 22.91], [11.18, -13.25, 22.58], [9.72, -13.73, 22.61], [12.00, -15.72, 25.70], [13.10, -15.14, 24.57], [11.34, -15.59, 23.98], [10.47, -13.81, 25.33], [11.95, -13.32, 25.94], [13.14, -11.70, 24.84], [13.81, -12.98, 23.87], [14.24, -10.62, 23.09], [13.18, -11.29, 21.84], [12.51, -10.37, 23.17], [11.78, -14.07, 22.19], [11.34, -12.41, 21.90], [9.57, -14.44, 23.43], [9.32, -14.12, 21.67], [9.15, -12.83, 22.83], [9.82, -16.72, 30.76], [8.63, -15.81, 30.45], [8.63, -14.58, 31.17], [9.50, -13.52, 30.44], [8.67, -12.99, 29.28], [7.28, -14.05, 31.50], [7.45, -12.89, 32.46], [10.00, -16.61, 31.83], [10.73, -16.38, 30.27], [9.64, -17.66, 30.24], [8.80, -15.59, 29.40], [7.70, -16.33, 30.69], [9.87, -12.74, 31.10], [10.41, -14.11, 30.30], [9.47, -12.77, 28.56], [7.98, -13.70, 28.84], [8.15, -12.13, 29.70], [6.66, -14.76, 32.04], [6.61, -13.77, 30.69], [8.23, -13.09, 33.20], [6.52, -12.95, 33.04], [7.48, -11.91, 32.00], [22.89, -18.28, 31.43], [23.11, -19.63, 32.05], [22.02, -20.54, 31.59], [21.57, -21.60, 32.48], [21.04, -20.95, 33.80], [22.27, -21.01, 30.25], [21.22, -21.77, 29.52], [23.59, -17.61, 31.93], [21.90, -17.83, 31.42], [23.37, -18.03, 30.49], [24.12, -19.99, 31.86], [23.06, -19.53, 33.14], [20.89, -22.35, 32.07], [22.40, -22.27, 32.70], [21.66, -20.12, 34.14], [20.14, -20.37, 33.61], [20.71, -21.65, 34.56], [23.17, -21.62, 30.34], [22.56, -20.12, 29.69], [21.47, -21.78, 28.46], [20.32, -21.17, 29.43], [20.96, -22.74, 29.94], [11.70, -17.45, 19.89], [11.99, -18.99, 20.08], [10.83, -19.89, 20.29], [10.23, -20.05, 18.95], [8.73, -20.48, 19.09], [11.21, -21.21, 20.84], [11.74, -20.99, 22.29], [11.02, -17.22, 19.08], [12.55, -16.86, 19.55], [11.31, -17.00, 20.80], [12.68, -19.41, 19.33], [12.60, -18.89, 20.98], [10.79, -20.77, 18.35], [10.26, -19.10, 18.42], [8.20, -20.37, 18.14], [8.18, -19.90, 19.83], [8.65, -21.47, 19.53], [10.37, -21.89, 20.99], [11.90, -21.77, 20.21], [11.02, -20.53, 22.97], [12.07, -21.92, 22.76], [12.59, -20.31, 22.25], [16.30, -25.93, 34.42], [17.21, -26.05, 33.16], [18.36, -25.11, 33.32], [19.38, -25.69, 34.27], [19.74, -24.70, 35.36], [18.98, -24.98, 31.98], [18.11, -24.04, 31.09], [15.37, -26.46, 34.22], [16.15, -24.92, 34.79], [16.68, -26.47, 35.28], [17.54, -27.08, 33.05], [16.69, -25.79, 32.24], [18.97, -26.63, 34.65], [20.31, -25.92, 33.75], [20.38, -25.09, 36.16], [20.33, -23.87, 34.96], [18.98, -24.32, 36.05], [19.05, -25.98, 31.56], [19.95, -24.50, 32.10], [18.30, -24.20, 30.03], [18.45, -23.06, 31.41], [17.05, -24.02, 31.32], [4.72, -13.68, 22.74], [5.41, -14.84, 23.49], [6.19, -14.39, 24.69], [5.58, -13.69, 25.86], [4.61, -14.51, 26.65], [7.05, -15.55, 24.99], [8.16, -15.06, 26.05], [3.82, -13.36, 23.27], [4.44, -13.83, 21.69], [5.38, -12.83, 22.89], [4.81, -15.72, 23.72], [6.16, -15.11, 22.75], [6.27, -13.10, 26.46], [5.00, -12.92, 25.35], [3.87, -15.02, 26.03], [5.20, -15.25, 27.20], [3.96, -13.98, 27.35], [7.49, -16.14, 24.18], [6.43, -16.25, 25.55], [8.57, -14.12, 25.70], [8.89, -15.87, 26.10], [7.84, -14.81, 27.06], [13.24, -27.62, 22.69], [13.41, -26.66, 21.48], [13.45, -25.35, 22.09], [14.51, -24.50, 21.43], [15.79, -24.53, 22.16], [12.17, -24.74, 22.19], [11.02, -25.45, 22.77], [12.20, -27.82, 22.95], [13.89, -27.39, 23.53], [13.72, -28.58, 22.49], [14.31, -26.88, 20.91], [12.63, -26.70, 20.72], [14.75, -24.71, 20.39], [14.15, -23.47, 21.49], [16.11, -25.57, 22.24], [16.48, -23.94, 21.55], [15.74, -24.21, 23.20], [11.82, -24.51, 21.18], [12.28, -23.77, 22.67], [11.26, -25.58, 23.82], [10.90, -26.47, 22.41], [10.06, -24.94, 22.78], [14.74, -12.31, 32.52], [15.87, -12.96, 31.70], [16.04, -12.48, 30.31], [14.84, -12.79, 29.37], [14.34, -14.20, 29.48], [17.29, -12.93, 29.75], [17.77, -12.28, 28.42], [14.55, -11.25, 32.35], [14.82, -12.50, 33.59], [13.80, -12.71, 32.14], [16.76, -12.59, 32.20], [15.85, -14.05, 31.65], [14.98, -12.38, 28.37], [14.10, -12.09, 29.75], [13.97, -14.46, 30.47], [15.16, -14.82, 29.12], [13.56, -14.26, 28.72], [18.11, -13.07, 30.45], [17.16, -14.00, 29.59], [17.87, -11.24, 28.72], [18.74, -12.70, 28.17], [17.19, -12.34, 27.50], [19.12, -18.81, 25.71], [18.99, -18.08, 27.07], [18.64, -16.66, 26.96], [19.32, -15.77, 27.96], [19.00, -16.15, 29.44], [17.23, -16.29, 26.50], [17.25, -15.06, 25.60], [18.27, -18.80, 25.02], [19.47, -19.80, 26.00], [19.92, -18.40, 25.09], [18.26, -18.62, 27.68], [19.97, -18.33, 27.47], [20.38, -15.90, 27.77], [19.16, -14.74, 27.61], [18.02, -16.54, 29.73], [19.63, -16.91, 29.90], [19.34, -15.32, 30.05], [16.69, -16.03, 27.40], [16.71, -17.10, 25.99], [17.89, -14.31, 26.05], [16.26, -14.60, 25.64], [17.46, -15.15, 24.53], [8.67, -17.70, 21.87], [8.08, -18.87, 22.74], [7.48, -18.57, 23.78], [8.17, -20.10, 22.32], [7.43, -21.33, 22.81], [9.44, -17.27, 22.50], [7.86, -16.97, 21.95], [9.01, -17.95, 20.87], [8.88, -20.23, 21.61], [6.45, -20.94, 23.09], [7.83, -21.80, 23.71], [7.45, -22.11, 22.05], [13.30, -19.33, 25.86], [13.93, -18.75, 27.05], [14.18, -17.59, 27.03], [14.23, -19.62, 28.03], [14.85, -19.13, 29.33], [12.58, -18.61, 25.48], [12.82, -20.29, 26.04], [14.09, -19.37, 25.10], [14.22, -20.61, 27.88], [14.22, -19.36, 30.18], [14.96, -18.04, 29.35], [15.85, -19.55, 29.38], [5.05, -20.18, 26.01], [5.16, -21.52, 26.69], [4.33, -22.35, 26.45], [6.33, -21.81, 27.34], [7.60, -21.14, 27.34], [5.65, -19.33, 26.32], [4.00, -19.90, 26.10], [5.11, -20.29, 24.93], [6.41, -22.75, 27.68], [8.14, -21.46, 28.22], [7.58, -20.05, 27.30], [8.14, -21.52, 26.47]],
  "lumo_energy_ev": 0.36,
  "homo_ev": -7.6,
  "homo_lumo_gap_ev": 7.96,
  "e_tot_ha": -4545.68511
}

---

{
  "formula": "C4H13NO3",
  "method": "the ωB97M-V functional and the def2-TZVPD basis",
  "symbols": ["C", "N", "C", "C", "O", "C", "O", "H", "H", "H", "H", "H", "H", "H", "H", "H", "H", "H", "H", "H", "O"],
  "xyz": [[-1.42, 1.35, -1.18], [-1.14, 0.14, -0.40], [0.29, -0.02, -0.16], [0.59, -1.10, 0.91], [1.94, -0.89, 1.36], [1.32, -0.13, -1.33], [2.57, 0.38, -0.99], [-2.43, 1.45, -1.67], [-0.72, 1.54, -2.03], [-1.42, 2.26, -0.52], [-1.60, -0.65, -0.83], [0.59, 0.94, 0.34], [0.50, -2.14, 0.61], [-0.15, -0.93, 1.69], [2.02, -1.20, 2.27], [1.08, 0.62, -2.12], [1.26, -1.15, -1.72], [2.97, -0.13, -0.27], [-2.27, -0.81, 1.80], [-1.87, 0.58, 1.79], [-2.11, -0.10, 2.44]],
  "e_above_lowest_kcal_mol": 52.5,
  "lumo_energy_ev": 0.75,
  "smiles": "CNC(CO)CO.O",
  "homo_ev": -9.2,
  "homo_lumo_gap_ev": 9.92,
  "e_tot_ha": -440.63158
}

---

- What is the formula in the third record?
  C20H18BrN3O4